# 1
DFT (ωB97M-V/def2-TZVPD) results for a molecular structure, C14H29N2O11P2 in a non-equilibrium geometry.

Output
**E_LUMO**: 2.50 eV
**Total charge**: -1
**E_HOMO**: -4.98 eV
**2S+1**: 1

Positions of all 58 atoms, in Å:
1 O 1.77748 5.36628 -6.36690
2 C 0.97271 3.70883 -4.13242
3 C -0.10130 -5.11925 2.93365
4 C -0.07367 1.81650 -2.62720
5 C -0.62471 -5.71656 5.36694
6 H -0.99890 -5.69057 2.67428
7 H 2.09885 5.83014 -3.29351
8 P -3.06068 -1.53122 0.55259
9 H -1.46457 -6.32838 5.02216
10 O -0.29111 0.17096 2.91457
11 N 1.11074 6.00164 -3.22263
12 H -3.31503 -1.11193 3.32836
13 H 0.04032 1.01898 2.59271
14 H -1.01020 -3.41996 3.89386
15 P -0.98061 -0.32888 1.58701
16 O -3.61407 -2.70750 -0.17574
17 C 0.30139 5.01355 -3.63268
18 H 1.49487 3.20705 -2.08998
19 H 0.84894 -6.65417 4.10032
20 H 1.94458 1.98395 -3.26442
21 C 0.45099 -5.64815 4.26699
22 H 0.32716 3.27715 -4.90005
23 O -0.91678 5.16571 -3.65680
24 C 4.02457 4.63293 -6.25561
25 O -2.68483 -1.85865 3.23038
26 H 0.05685 7.76773 -3.59804
27 H 4.68101 4.94687 -5.44739
28 C -1.96875 -1.82882 1.93366
29 H 1.49792 7.96341 -2.56836
30 C -1.22688 -3.18385 1.75322
31 H 3.06060 3.37575 -4.32270
32 C -0.05510 -6.31758 6.64972
33 H 4.26761 3.61877 -6.56616
34 H -1.98080 -3.95187 1.54456
35 O -2.58409 -1.36504 -0.81547
36 H -3.55343 0.36535 1.00447
37 C 2.59186 4.67102 -5.78044
38 N 2.31753 3.93163 -4.70804
39 C -0.42822 -3.61779 2.99350
40 H -1.00834 -4.71941 5.59746
41 O -1.80291 0.84012 1.22700
42 C 1.15163 2.68108 -2.98332
43 O 0.15362 -0.55341 0.51220
44 C 0.64886 7.31987 -2.79713
45 H -3.15238 -2.21033 -0.92647
46 H 0.01429 7.21614 -1.91531
47 H -0.83153 -6.36572 7.41945
48 H 0.31619 -7.33073 6.46651
49 H 4.13101 5.31009 -7.10176
50 O -1.01868 1.77879 -3.44046
51 O -0.00757 1.13875 -1.56182
52 H 0.49363 -3.03113 3.06379
53 H 0.76917 -5.70333 7.02558
54 H -0.06027 0.07530 -0.24174
55 H -0.55916 -3.14334 0.88381
56 H 1.28078 -5.01389 4.59641
57 O -4.08747 -0.45548 1.11471
58 H 0.63684 -5.28741 2.14268

=====

# 2
DFT (ωB97M-V/def2-TZVPD) results for C10H18BBrO2 in the gas phase in a non-equilibrium geometry.

Output
**ΔE to the lowest compared entry with this formula, charge and spin**: 18.11 kJ/mol
**SMILES**: C/C=C/[C@H](Br)B1OC(C)(C)C(C)(C)O1
**E_LUMO**: 0.67 eV
**Total charge**: 0
**E_HOMO**: -9.27 eV
**2S+1**: 1

Positions of all 32 atoms, in Å:
1 C -2.33598 -0.30677 1.39135
2 H 2.50762 2.39643 0.33586
3 H -3.98906 -1.84889 -2.54873
4 H 1.84207 0.36424 -1.64656
5 C -2.94307 -1.96886 -2.20206
6 C 2.15742 -1.09338 0.05999
7 C -2.54479 -1.37106 0.13209
8 H 1.52431 -1.70820 -0.65861
9 C 1.42557 2.50839 0.46561
10 H 1.91256 1.20913 2.53815
11 H 0.14856 0.78094 -2.08913
12 H 1.39819 2.04056 -1.86697
13 C 1.40613 -0.02202 0.81371
14 O 0.24262 -0.59319 1.44697
15 H -2.82913 -2.41504 0.36154
16 H -2.11769 -1.68696 -3.00600
17 C -2.52120 -1.03193 -1.13197
18 O -0.61233 1.17359 0.22967
19 H -2.71552 -3.01122 -1.87675
20 Br -3.72687 1.10882 1.13059
21 H 3.08799 -0.83560 -0.47508
22 B -0.86537 0.10182 1.04067
23 H 2.41206 -1.88769 0.68413
24 H 1.24986 2.84971 1.49437
25 H 3.24180 0.68291 1.65170
26 H -2.52211 -0.85213 2.34754
27 C 1.04456 1.03557 -1.57280
28 H -2.27787 -0.00967 -1.46844
29 H 1.13658 3.42608 -0.18261
30 H 2.22912 -0.60112 2.57880
31 C 2.23048 0.34495 2.04442
32 C 0.80349 1.22060 -0.02150

=====

# 3
DFT (ωB97M-V/def2-TZVPD) results for a molecular structure, C21H49AsF6N7O7Y in a non-equilibrium geometry.

Output
**ΔE to the lowest compared entry with this formula, charge and spin**: 363.09 kJ/mol
**E_LUMO**: -8.50 eV
**Total charge**: +2
**E_HOMO**: -12.69 eV
**2S+1**: 1

Positions of all 92 atoms, in Å:
1 Y -2.92426 -2.56759 -2.01341
2 H 3.09754 3.54014 -0.05460
3 H 2.55171 -4.96577 0.12010
4 H -2.04996 2.90834 -4.55961
5 H 2.68492 -1.88083 6.53090
6 H 1.07599 -1.98872 1.82611
7 C -4.87500 1.56721 -2.26088
8 N -0.30661 2.73337 2.77563
9 O 0.15941 2.61584 4.97646
10 H -5.19780 2.34361 -2.94897
11 As -0.54868 0.39743 -0.29539
12 C 2.87368 -0.19986 -2.84145
13 C -1.67490 3.18675 2.91605
14 H 5.45420 -0.05227 -5.96788
15 C -0.23829 -5.35668 0.48908
16 H 6.90343 0.06967 -4.98418
17 H -2.32194 2.51504 2.34470
18 O -3.79499 -1.87093 0.04796
19 C 1.56717 -1.73517 2.76335
20 H -1.75185 -2.79663 3.12084
21 H -1.24678 -5.74827 0.56184
22 H 2.65001 -1.79113 2.66885
23 H -0.04945 2.46350 1.83899
24 C 1.06576 -2.73705 3.77754
25 C -5.39074 -0.69752 1.40261
26 O 1.61915 4.98815 -3.29978
27 H -3.52665 2.45629 -5.35914
28 H 2.95567 -1.21941 4.96539
29 H -3.55738 3.24169 -3.75667
30 N -3.47281 -1.93009 2.26580
31 H 2.31863 1.43749 4.30128
32 C -0.52933 4.66365 -2.39343
33 C -3.05016 2.51669 -4.38054
34 H -2.64872 -3.94160 2.24467
35 C 5.10364 -0.08930 -3.82894
36 H 2.19033 -1.05462 -2.77169
37 C 0.52471 2.49748 3.81877
38 F -0.69235 -0.21592 1.30431
39 C 5.93625 -0.42135 -5.05827
40 C 2.92449 3.65924 -1.12372
41 H -5.76421 1.00548 -1.98292
42 H 3.36484 4.58567 -1.47495
43 H 6.13885 -1.48498 -5.17700
44 H 1.10666 -2.81502 -1.16160
45 N 3.77544 -0.26766 -3.95305
46 C 2.23891 -3.92918 0.27889
47 F -1.55912 -0.94943 -0.92735
48 H 3.41777 -0.53513 -4.85219
49 H 1.92096 1.42260 2.58249
50 H -4.48108 2.03711 -1.35958
51 C -2.39979 -2.87192 2.24680
52 N 1.49062 3.72520 -1.40337
53 O -3.75562 -0.52892 -2.51571
54 C -0.11888 -4.12958 -0.35540
55 H 2.30303 0.73407 -2.87416
56 H -6.21022 -1.19083 0.89188
57 H -5.48768 -0.42516 2.44933
58 H 3.33382 2.76140 -1.58821
59 H -3.83255 -1.66227 3.16949
60 F 0.42520 1.74737 0.26342
61 H -0.73590 5.18884 -3.32099
62 H 0.07157 -5.16712 1.52483
63 H 1.56224 -0.62435 5.94076
64 O 5.63732 0.19864 -2.76831
65 H -0.87657 5.19895 -1.50907
66 H -2.25223 0.58589 -4.13136
67 N 1.07952 -3.61527 -0.54380
68 H 3.06344 -3.31170 -0.06367
69 H -1.73850 -2.76685 1.38690
70 C -4.13309 -1.49960 1.20471
71 O 0.46401 -3.75234 3.40928
72 H 0.98624 -3.27912 5.67114
73 C 0.97777 4.48119 -2.38633
74 H 3.27314 -0.21288 -1.82816
75 N 1.31256 -2.52612 5.08590
76 H 2.06283 -3.86047 1.35089
77 H -1.77585 4.20394 2.53548
78 C 1.92696 2.04070 3.48395
79 O -1.14289 -3.64539 -0.92727
80 C -3.82377 0.68107 -2.90039
81 H -5.20692 0.24653 0.87811
82 F -0.52429 1.09773 -1.89548
83 H -1.05948 3.70449 -2.41195
84 F -2.06261 1.23086 -0.06785
85 H 1.20057 -0.73762 3.00237
86 H 0.49460 -6.06956 0.10557
87 N -2.98461 1.18355 -3.77767
88 H 0.80527 3.26812 -0.82816
89 C 2.16219 -1.48860 5.66115
90 H 2.64141 2.85367 3.36074
91 F 0.89205 -0.52724 -0.60897
92 H -2.01194 3.15039 3.94821

=====

# 4
DFT (ωB97M-V/def2-TZVPD) results for a molecular structure, C2H3KLiO in a non-equilibrium geometry.

Output
**ΔE to the lowest compared entry with this formula, charge and spin**: 189.72 kJ/mol
**E_LUMO (spin up / spin down)**: -0.99 / -1.22 eV
**Expectation value of S²**: 0.81
**Total charge**: 0
**E_HOMO (spin up / spin down)**: -4.76 / -4.64 eV
**2S+1**: 2

Positions of all 8 atoms, in Å:
1 H 2.41391 1.65425 -0.67221
2 C -1.26629 1.42844 -0.51399
3 H -1.29765 2.56396 -0.42421
4 Li 1.43415 0.70450 2.18584
5 O -1.80592 0.88320 0.48733
6 K 1.72581 3.50451 1.45530
7 H 1.91121 0.04546 -0.25184
8 C 1.95060 1.07829 0.15735

=====

# 5
DFT (ωB97M-V/def2-TZVPD) results for a molecular structure, CH6N2OS in a non-equilibrium geometry.

Output
**ΔE to the lowest compared entry with this formula, charge and spin**: 547.10 kJ/mol
**E_LUMO (spin up / spin down)**: 0.11 / 0.09 eV
**Total charge**: 0
**E_HOMO (spin up / spin down)**: -7.48 / -8.53 eV
**2S+1**: 1

Positions of all 11 atoms, in Å:
1 N -0.11407 0.60529 -1.87434
2 H -1.94380 0.80721 0.49832
3 S -0.32648 -0.57041 -0.96439
4 H 1.24083 -1.39364 0.52316
5 H -0.98937 1.07669 -2.16933
6 C 1.33388 -0.93798 -0.39020
7 H 1.67471 0.02290 -0.29174
8 N -1.03790 0.67972 0.80357
9 H -0.38757 0.66239 2.55314
10 H 1.86663 -1.62593 -0.95072
11 O -1.31685 0.67378 2.26254

=====

# 6
DFT (ωB97M-V/def2-TZVPD) results for C3H7N3O2 in the gas phase in a non-equilibrium geometry.

Output
**ΔE to the lowest compared entry with this formula, charge and spin**: 459.87 kJ/mol
**SMILES**: CC(=O)NO/C=N/N
**E_LUMO**: 0.97 eV
**Total charge**: 0
**E_HOMO**: -9.38 eV
**2S+1**: 1

Positions of all 15 atoms, in Å:
1 O 1.16085 -0.39236 1.47492
2 H 0.40330 0.85899 -1.21035
3 C 1.44728 -0.02626 0.32313
4 H 3.41283 0.30647 -0.44021
5 H 2.43787 -0.55283 -1.52906
6 H 2.88829 -1.35595 0.09798
7 H -3.31199 -1.20049 -0.81520
8 O -0.34259 1.54271 0.41165
9 C -1.29916 0.55303 0.67822
10 H -3.79585 -0.14146 0.33745
11 N -1.95562 0.18103 -0.34558
12 H -1.42778 0.32181 1.73126
13 N -2.99273 -0.73404 0.02783
14 C 2.64373 -0.46560 -0.47147
15 N 0.73158 1.10495 -0.27054

=====

# 7
DFT (ωB97M-V/def2-TZVPD) results for a molecular structure, C37H31BrGaN4O2S2.

Output
**E_LUMO**: -4.53 eV
**Total charge**: +1
**E_HOMO**: -10.75 eV
**2S+1**: 1

Positions of all 78 atoms, in Å:
1 C -2.31784 -0.90517 6.74705
2 C 2.67286 -2.87441 -3.06993
3 N -0.69866 -0.63307 2.84351
4 C 2.87302 -0.77247 -0.14433
5 H 0.26867 2.05910 -1.70193
6 C -1.45167 1.67317 2.66347
7 H 2.30687 3.28293 -0.34273
8 C -2.87299 -2.06149 -0.38062
9 C 3.85029 0.89078 -2.18345
10 H -1.93914 -1.59031 7.49275
11 H -2.10579 0.90188 0.76102
12 C -2.10639 0.17013 4.60606
13 H -4.90709 1.20874 6.20112
14 C 1.61241 -5.21957 -2.04075
15 C -1.35940 -2.10903 -0.36464
16 C -1.76510 1.77717 1.31016
17 H 2.09149 4.59819 -5.53127
18 H 5.47042 0.14597 -0.96933
19 C -1.37652 0.33032 3.32088
20 H -4.03841 -0.35343 7.90309
21 H 5.15156 -2.66235 -1.52662
22 H -5.59289 -3.98024 -0.89302
23 S 1.47054 1.38702 1.00381
24 C 3.11140 -3.34989 -1.83840
25 C -1.36755 4.14911 1.39364
26 H 1.18844 -6.12310 -1.62601
27 C -5.58629 -1.94185 -0.25062
28 C -4.98508 -3.12070 -0.64620
29 C -3.28411 0.87136 4.84386
30 H 0.42042 -5.27989 -3.81721
31 N 3.84247 -1.17539 -0.93924
32 C 2.46764 3.85284 -3.55713
33 H -1.33911 5.11289 0.90369
34 C 1.96151 3.13849 -2.48034
35 H 3.46318 4.27712 -3.50504
36 C -3.98394 0.67456 6.02424
37 C 1.70704 -3.56507 -3.77956
38 H 5.18817 -0.75643 -2.46342
39 H 4.46191 1.67682 -2.62174
40 C -4.74903 -0.87395 0.05594
41 C -3.49758 -0.20718 6.97790
42 C 1.69570 4.03619 -4.69712
43 H -0.18047 3.63963 -5.64864
44 H 1.36810 -3.19160 -4.73551
45 C -1.06970 4.04933 2.74743
46 H -6.65798 -1.84290 -0.16945
47 N 3.08274 1.48121 -1.07817
48 Br -5.52241 0.76896 0.62646
49 H 3.76588 3.41925 -1.33190
50 H 2.88897 -4.87893 -0.35343
51 C 0.42122 3.49857 -4.76164
52 H -3.07978 -4.09530 -0.99085
53 H -0.71956 -1.27143 5.35521
54 H 4.26464 -3.03373 -0.05404
55 O -0.79063 -0.92193 -0.24577
56 H -2.00693 3.09172 -0.36054
57 H -0.90598 2.74383 4.44098
58 O -0.74671 -3.14571 -0.44118
59 C 1.17749 -4.74198 -3.26418
60 H 3.14402 0.54602 -2.94340
61 S 2.07270 -1.85212 0.84608
62 N -3.44248 -0.91171 -0.00838
63 C 2.57534 -4.52194 -1.32647
64 Ga 0.17573 -0.51443 1.24658
65 C -3.59795 -3.19155 -0.70616
66 H -3.66389 1.55789 4.09750
67 H -0.80018 4.93248 3.31033
68 C -0.08774 2.78082 -3.68597
69 H 3.08654 -1.96344 -3.48949
70 C -1.62825 -0.72330 5.56146
71 C -1.12949 2.81998 3.38443
72 C 2.79731 2.92564 -1.24487
73 C -1.72868 3.01476 0.68245
74 C 4.69891 -0.22569 -1.64989
75 C 0.67668 2.60396 -2.54568
76 C 2.52622 0.74162 -0.15379
77 C 4.16975 -2.61314 -1.05621
78 H -1.08484 2.36537 -3.73484

=====

# 8
DFT (ωB97M-V/def2-TZVPD) results for C5H10O in the gas phase.

Output
**ΔE to the lowest compared entry with this formula, charge and spin**: 102.92 kJ/mol
**SMILES**: CC1(C)CCO1
**E_LUMO**: 1.00 eV
**Total charge**: 0
**E_HOMO**: -9.55 eV
**2S+1**: 1

Positions of all 16 atoms, in Å:
1 H -0.56750 -2.08551 -0.39200
2 H -1.84643 1.38676 -0.69087
3 H -1.85926 -1.05845 -1.04914
4 C 0.94205 -0.13053 0.89709
5 H 2.19112 -1.13503 -0.72095
6 C -1.08050 1.32304 0.09249
7 H -1.70209 -1.27227 0.69970
8 H 1.12798 0.78942 1.45880
9 H 2.69706 0.48587 -0.23819
10 C -1.13267 -1.16107 -0.23374
11 H -0.44406 2.20876 0.01712
12 H -1.59022 1.33423 1.06397
13 H 0.97589 -0.99058 1.56755
14 C -0.23326 0.06848 -0.08473
15 O 0.72624 0.27304 -1.16808
16 C 1.82324 -0.17220 -0.34506

=====

# 9
DFT (ωB97M-V/def2-TZVPD) results for a gas-phase ion, C5H12N3 (charge +1) in a non-equilibrium geometry.

Output
**ΔE to the lowest compared entry with this formula, charge and spin**: 441.52 kJ/mol
**E_LUMO**: -3.51 eV
**Total charge**: +1
**E_HOMO**: -13.66 eV
**2S+1**: 1

Positions of all 20 atoms, in Å:
1 N 2.57115 0.06767 -0.47299
2 N -0.24311 0.75736 -0.38019
3 H -1.99770 1.16695 0.50482
4 C -0.54998 -1.15553 0.20211
5 H 0.26134 1.48212 1.35157
6 C 1.63673 -0.01427 0.62554
7 H -2.56335 -0.86676 -0.00836
8 H -1.86118 -1.64575 -1.52755
9 H 1.03034 -2.05600 1.32542
10 C -1.38231 1.68932 -0.16330
11 H -2.05487 -2.45188 0.02043
12 C 0.63692 -1.28346 0.73459
13 H 0.23184 0.59129 -1.30619
14 H 3.58878 -0.15153 -0.31953
15 H 2.33245 0.15080 1.50202
16 H -1.87035 1.98283 -1.08815
17 H -1.06624 2.67875 0.25870
18 N 0.77029 1.12410 0.54253
19 H 2.32824 -0.52305 -1.34762
20 C -1.79899 -1.54294 -0.45384

=====

The highest 2S+1 belongs to which entry?
C2H3KLiO

=====

Please write out number 5 again, unchanged.
DFT (ωB97M-V/def2-TZVPD) results for a molecular structure, CH6N2OS in a non-equilibrium geometry.

Output
**ΔE to the lowest compared entry with this formula, charge and spin**: 547.10 kJ/mol
**E_LUMO (spin up / spin down)**: 0.11 / 0.09 eV
**Total charge**: 0
**E_HOMO (spin up / spin down)**: -7.48 / -8.53 eV
**2S+1**: 1

Positions of all 11 atoms, in Å:
1 N -0.11407 0.60529 -1.87434
2 H -1.94380 0.80721 0.49832
3 S -0.32648 -0.57041 -0.96439
4 H 1.24083 -1.39364 0.52316
5 H -0.98937 1.07669 -2.16933
6 C 1.33388 -0.93798 -0.39020
7 H 1.67471 0.02290 -0.29174
8 N -1.03790 0.67972 0.80357
9 H -0.38757 0.66239 2.55314
10 H 1.86663 -1.62593 -0.95072
11 O -1.31685 0.67378 2.26254